A cluster of 8 separate species, C39H115Cl2N19O8P6 in total in a non-equilibrium geometry. Source: OMol25; level of theory: wB97M-V/def2-TZVPD.

The calculation puts the total energy at -167781.97465 eV. As for the energy above the lowest of the compared OMol25 structures with the same formula, charge and spin: 0.0 kJ/mol. Its SMILES is CN(C)P(=O)(N(C)C)N(C)C.CN(C)P(=O)(N(C)C)N(C)C.CN(C)P(=O)(N(C)C)N(C)C.CN(C)P(=O)(N(C)C)N(C)C.CN(C)P(=O)(N(C)C)N(C)C.CN(C)P(=O)(N(C)C)N(C)C.C[N+](=O)[O-].ClCCCl. The frontier orbital gap is 0.3131 Eh. The value obtained for the molar mass is 1235.224 g mol⁻¹.

Each atom is followed by the atoms it is bonded to, with distances in Å.
Positions of all 189 atoms, in Å:
1 O 2.61142 1.51016 -1.43093  P2 1.474
2 P 2.99092 2.72054 -2.18192  O1 1.474, N3 1.689, N6 1.697, N9 1.649
3 N 2.51758 4.14237 -1.40351  P2 1.689, C4 1.490, C5 1.448
4 C 3.09749 4.51768 -0.08368  N3 1.490, H12 1.091, H13 1.091, H14 1.089
5 C 1.18932 4.70922 -1.51169  N3 1.448, H15 1.092, H16 1.100, H17 1.089
6 N 2.32015 2.83827 -3.73676  P2 1.697, C7 1.454, C8 1.473
7 C 2.50539 3.97518 -4.62468  N6 1.454, H18 1.088, H19 1.094, H20 1.096
8 C 1.46748 1.73674 -4.21415  N6 1.473, H21 1.088, H22 1.093, H23 1.091
9 N 4.60606 2.96582 -2.40513  P2 1.649, C10 1.476, C11 1.448
10 C 5.53473 1.83111 -2.57409  N9 1.476, H24 1.093, H25 1.085, H26 1.092
11 C 5.23387 4.22759 -2.73910  N9 1.448, H27 1.089, H28 1.101, H29 1.091
12 H 4.18690 4.53249 -0.14752  C4 1.091
13 H 2.82193 3.88362 0.76076  C4 1.091
14 H 2.81997 5.55179 0.11595  C4 1.089
15 H 0.59098 4.41747 -2.37712  C5 1.092
16 H 1.29186 5.76617 -1.79945  C5 1.100
17 H 0.63296 4.66785 -0.57592  C5 1.089
18 H 3.26276 3.86153 -5.39762  C7 1.088
19 H 1.52372 4.32285 -4.95915  C7 1.094
20 H 2.72774 4.81965 -3.96273  C7 1.096
21 H 1.17918 1.72074 -5.26312  C8 1.088
22 H 2.07578 0.83264 -4.12977  C8 1.093
23 H 0.59254 1.70433 -3.56380  C8 1.091
24 H 5.00123 1.00474 -3.05155  C10 1.093
25 H 6.37918 2.14646 -3.17836  C10 1.085
26 H 5.84326 1.38193 -1.62725  C10 1.092
27 H 4.69012 5.13338 -2.47673  C11 1.089
28 H 5.33533 4.35467 -3.82799  C11 1.101
29 H 6.27876 4.28029 -2.42936  C11 1.091
30 O -6.17415 -1.58458 2.43866  P31 1.467
31 P -5.68577 -2.56005 1.45825  O30 1.467, N32 1.699, N35 1.702, N38 1.665
32 N -5.13036 -1.96782 -0.03394  P31 1.699, C33 1.459, C34 1.466
33 C -4.88845 -0.53943 -0.20839  N32 1.459, H41 1.089, H42 1.096, H43 1.092
34 C -4.50270 -2.78450 -1.07762  N32 1.466, H44 1.091, H45 1.089, H46 1.094
35 N -6.85117 -3.76009 1.14634  P31 1.702, C36 1.413, C37 1.464
36 C -7.28400 -4.52176 2.25452  N35 1.413, H47 1.089, H48 1.098, H49 1.099
37 C -7.84234 -3.35473 0.14842  N35 1.464, H50 1.089, H51 1.094, H52 1.093
38 N -4.41935 -3.47571 2.03174  P31 1.665, C39 1.453, C40 1.482
39 C -3.38263 -2.64099 2.61532  N38 1.453, H53 1.097, H54 1.093, H55 1.091
40 C -4.01788 -4.77742 1.44726  N38 1.482, H56 1.093, H57 1.086, H58 1.089
41 H -4.80110 -0.07037 0.77031  C33 1.089
42 H -5.64297 -0.02335 -0.81337  C33 1.096
43 H -3.97327 -0.37966 -0.78258  C33 1.092
44 H -4.61148 -2.31830 -2.05808  C34 1.091
45 H -4.93883 -3.78033 -1.14057  C34 1.089
46 H -3.43244 -2.86045 -0.86515  C34 1.094
47 H -6.45410 -4.64721 2.94787  C36 1.089
48 H -8.17461 -4.11324 2.75084  C36 1.098
49 H -7.59786 -5.51918 1.91682  C36 1.099
50 H -7.61716 -2.37419 -0.26812  C37 1.089
51 H -7.90865 -4.03185 -0.70824  C37 1.094
52 H -8.81812 -3.33330 0.64147  C37 1.093
53 H -2.73422 -3.35948 3.13177  C39 1.097
54 H -2.78681 -1.98833 1.97235  C39 1.093
55 H -3.76824 -2.11287 3.48884  C39 1.091
56 H -3.43077 -4.61463 0.53935  C40 1.093
57 H -4.86905 -5.36875 1.12365  C40 1.086
58 H -3.35554 -5.22866 2.18420  C40 1.089
59 O 1.01437 -2.26564 -5.36038  P60 1.493
60 P -0.26065 -2.42319 -4.60043  O59 1.493, N61 1.692, N64 1.686, N67 1.697
61 N -1.51345 -1.39843 -5.09333  P60 1.692, C62 1.462, C63 1.448
62 C -2.90438 -1.79193 -5.31274  N61 1.462, H70 1.091, H71 1.094, H72 1.090
63 C -1.15457 -0.03176 -5.40747  N61 1.448, H73 1.091, H74 1.096, H75 1.092
64 N -0.21166 -2.14103 -2.93898  P60 1.686, C65 1.473, C66 1.448
65 C 0.83908 -1.34958 -2.27624  N64 1.473, H76 1.093, H77 1.089, H78 1.087
66 C -1.42211 -2.22579 -2.14852  N64 1.448, H79 1.092, H80 1.098, H81 1.092
67 N -0.91739 -3.98724 -4.66188  P60 1.697, C68 1.456, C69 1.451
68 C -1.39292 -4.50447 -5.93751  N67 1.456, H82 1.089, H83 1.094, H84 1.092
69 C -0.39148 -5.02740 -3.79690  N67 1.451, H85 1.094, H86 1.097, H87 1.090
70 H -3.19588 -2.65116 -4.70777  C62 1.091
71 H -3.00177 -2.12681 -6.34972  C62 1.094
72 H -3.65780 -1.02576 -5.13093  C62 1.090
73 H -0.13833 0.00435 -5.80291  C63 1.091
74 H -1.16800 0.66699 -4.56355  C63 1.096
75 H -1.80965 0.43230 -6.14817  C63 1.092
76 H 0.56255 -0.30023 -2.40659  C65 1.093
77 H 0.78720 -1.56375 -1.20958  C65 1.089
78 H 1.78325 -1.61031 -2.74769  C65 1.087
79 H -1.24534 -2.38453 -1.08272  C66 1.092
80 H -2.01003 -1.29960 -2.19667  C66 1.098
81 H -2.10495 -3.01976 -2.45683  C66 1.092
82 H -2.24882 -3.95507 -6.32545  C68 1.089
83 H -0.66948 -4.62395 -6.74926  C68 1.094
84 H -1.75377 -5.51686 -5.74645  C68 1.092
85 H -0.25792 -4.78937 -2.73715  C69 1.094
86 H 0.63698 -5.34657 -4.00553  C69 1.097
87 H -1.03675 -5.90519 -3.78161  C69 1.090
88 O 7.73228 0.82277 3.52815  P89 1.464
89 P 6.46131 0.30389 3.02088  O88 1.464, N90 1.708, N93 1.681, N96 1.710
90 N 6.55232 -0.92833 1.84194  P89 1.708, C91 1.463, C92 1.440
91 C 7.48956 -0.61700 0.76289  N90 1.463, H99 1.099, H100 1.094, H101 1.088
92 C 5.35997 -1.59824 1.39059  N90 1.440, H102 1.093, H103 1.097, H104 1.089
93 N 5.34845 1.36987 2.35036  P89 1.681, C94 1.453, C95 1.471
94 C 3.90153 1.25431 2.41204  N93 1.453, H105 1.090, H106 1.095, H107 1.096
95 C 5.83504 2.61994 1.74556  N93 1.471, H108 1.092, H109 1.094, H110 1.088
96 N 5.58444 -0.50371 4.24734  P89 1.710, C97 1.472, C98 1.467
97 C 6.21016 -1.74161 4.74049  N96 1.472, H111 1.093, H112 1.096, H113 1.086
98 C 4.96110 0.31250 5.29499  N96 1.467, H114 1.090, H115 1.088, H116 1.097
99 H 6.96030 -0.12210 -0.06320  C91 1.099
100 H 7.89185 -1.51102 0.27657  C91 1.094
101 H 8.35807 -0.01302 1.01731  C91 1.088
102 H 5.61427 -2.63423 1.15161  C92 1.093
103 H 4.96942 -1.12676 0.48006  C92 1.097
104 H 4.61487 -1.56216 2.18345  C92 1.089
105 H 3.54208 0.35547 2.91220  C94 1.090
106 H 3.30328 2.04386 2.87895  C94 1.095
107 H 3.55564 1.18067 1.37505  C94 1.096
108 H 5.41368 2.80765 0.75575  C95 1.092
109 H 5.47487 3.42168 2.39682  C95 1.094
110 H 6.92027 2.55770 1.70554  C95 1.088
111 H 6.35272 -2.47707 3.94474  C97 1.093
112 H 7.26609 -1.54212 4.95675  C97 1.096
113 H 5.61818 -2.15298 5.55279  C97 1.086
114 H 4.10021 -0.20055 5.72338  C98 1.090
115 H 4.78046 1.33323 4.96468  C98 1.088
116 H 5.72952 0.40125 6.07325  C98 1.097
117 O -1.93854 4.89835 -2.14306  P118 1.489
118 P -3.29038 4.27607 -2.18300  O117 1.489, N119 1.670, N122 1.696, N125 1.653
119 N -4.38164 5.22818 -3.01501  P118 1.670, C120 1.476, C121 1.461
120 C -5.77289 4.89751 -3.37961  N119 1.476, H128 1.092, H129 1.090, H130 1.088
121 C -3.97303 6.57360 -3.41159  N119 1.461, H131 1.095, H132 1.087, H133 1.096
122 N -4.06575 4.01181 -0.69768  P118 1.696, C123 1.457, C124 1.440
123 C -3.74146 4.89746 0.41273  N122 1.457, H134 1.086, H135 1.095, H136 1.096
124 C -5.21433 3.17263 -0.47233  N122 1.440, H137 1.094, H138 1.095, H139 1.093
125 N -3.36042 2.85206 -3.01886  P118 1.653, C126 1.481, C127 1.495
126 C -3.09539 2.84931 -4.47563  N125 1.481, H140 1.091, H141 1.089, H142 1.093
127 C -2.71903 1.64683 -2.40976  N125 1.495, H143 1.092, H144 1.088, H145 1.090
128 H -6.44563 5.05754 -2.53486  C120 1.092
129 H -5.88487 3.85021 -3.66055  C120 1.090
130 H -6.05692 5.54746 -4.20420  C120 1.088
131 H -4.00141 6.72002 -4.49606  C121 1.095
132 H -2.98613 6.76149 -2.99587  C121 1.087
133 H -4.61782 7.37626 -3.03611  C121 1.096
134 H -4.41628 4.76462 1.25352  C123 1.086
135 H -2.71017 4.73545 0.74291  C123 1.095
136 H -3.70923 5.96155 0.15098  C123 1.096
137 H -5.12779 2.35644 -1.19526  C124 1.094
138 H -5.18148 2.61352 0.46825  C124 1.095
139 H -6.18638 3.67207 -0.50459  C124 1.093
140 H -3.72120 3.49336 -5.09509  C126 1.091
141 H -2.03783 3.00746 -4.68280  C126 1.089
142 H -3.45918 1.88301 -4.83331  C126 1.093
143 H -1.63181 1.72904 -2.35311  C127 1.092
144 H -3.04645 0.75931 -2.94629  C127 1.088
145 H -3.07793 1.54459 -1.38552  C127 1.090
146 O -0.23722 -4.54854 3.62333  P147 1.479
147 P 0.85293 -3.56390 3.79100  O146 1.479, N148 1.715, N151 1.712, N154 1.676
148 N 0.54395 -2.35537 4.96762  P147 1.715, C149 1.453, C150 1.475
149 C 1.59094 -1.49524 5.49313  N148 1.453, H157 1.091, H158 1.093, H159 1.090
150 C -0.77410 -2.25372 5.62186  N148 1.475, H160 1.092, H161 1.094, H162 1.085
151 N 1.07745 -2.72482 2.31602  P147 1.712, C152 1.476, C153 1.456
152 C 1.82032 -1.45498 2.20201  N151 1.476, H163 1.086, H164 1.094, H165 1.093
153 C 0.28589 -3.07108 1.14357  N151 1.456, H166 1.091, H167 1.095, H168 1.092
154 N 2.35007 -4.18339 4.21897  P147 1.676, C155 1.449, C156 1.468
155 C 3.60094 -3.65547 3.71365  N154 1.449, H169 1.093, H170 1.089, H171 1.097
156 C 2.48387 -5.27111 5.19539  N154 1.468, H172 1.089, H173 1.096, H174 1.088
157 H 1.77353 -0.54912 4.98133  C149 1.091
158 H 2.52263 -2.06354 5.43486  C149 1.093
159 H 1.48145 -1.37427 6.57089  C149 1.090
160 H -0.98662 -1.18311 5.60645  C150 1.092
161 H -0.78352 -2.46682 6.69439  C150 1.094
162 H -1.56633 -2.76701 5.08662  C150 1.085
163 H 2.56687 -1.32425 2.97961  C152 1.086
164 H 2.34250 -1.50385 1.24194  C152 1.094
165 H 1.11598 -0.62173 2.13464  C152 1.093
166 H -0.36535 -2.21903 0.94079  C153 1.091
167 H 0.91770 -3.48349 0.35066  C153 1.095
168 H -0.35449 -3.93624 1.32616  C153 1.092
169 H 4.41560 -4.37062 3.85305  C155 1.093
170 H 3.56253 -3.43229 2.64882  C155 1.089
171 H 3.98998 -2.82373 4.31450  C155 1.097
172 H 1.90171 -6.18495 5.08166  C156 1.089
173 H 2.22359 -4.89618 6.19235  C156 1.096
174 H 3.52775 -5.56187 5.29769  C156 1.088
175 C 0.36976 1.26580 0.09778  N176 1.502, H179 1.085, H180 1.084, H181 1.085
176 N -0.99539 1.07621 0.69561  C175 1.502, O177 1.215, O178 1.212
177 O -1.26170 1.80425 1.63101  N176 1.215
178 O -1.69357 0.18363 0.26471  N176 1.212
179 H 0.73736 0.25301 -0.03047  C175 1.085
180 H 0.92957 1.83403 0.83125  C175 1.084
181 H 0.19787 1.73543 -0.86514  C175 1.085
182 Cl 0.70795 3.57618 3.30701  C183 1.759
183 C 0.10224 2.26912 4.31610  Cl182 1.759, C184 1.529, H186 1.093, H187 1.087
184 C 0.46033 2.45021 5.79175  C183 1.529, Cl185 1.757, H188 1.088, H189 1.089
185 Cl -0.02919 1.03493 6.71115  C184 1.757
186 H 0.59936 1.33496 4.04262  C183 1.093
187 H -0.94035 2.10288 4.05592  C183 1.087
188 H -0.02472 3.31623 6.23681  C184 1.088
189 H 1.53839 2.60739 5.79920  C184 1.089